The following is a quantum chemistry calculation of a molecular structure, H12O6 in a non-equilibrium geometry, from OMol25.

```
18
Properties=species:S:1:pos:R:3:lowdin_charge:R:1
O -1.507 2.215 0.307 -0.076
H -1.483 2.395 1.246 0.015
H -0.652 1.831 0.114 -0.119
O -0.108 0.709 -0.229 -0.026
H 0.618 0.150 0.048 0.002
H -0.472 0.267 -0.996 0.069
O 2.895 1.183 0.166 -0.026
H 2.933 0.855 -0.732 0.045
H 2.478 0.479 0.662 -0.002
O -1.316 -0.515 -3.178 -0.026
H -0.744 -0.497 -2.411 -0.004
H -1.701 -1.392 -3.170 0.043
O -1.110 -2.026 0.817 -0.061
H -0.246 -1.614 0.846 -0.135
H -1.222 -2.409 1.687 0.031
O 0.512 -0.657 1.236 0.003
H 1.236 -0.829 1.839 0.131
H -0.112 -0.145 1.750 0.139
```

Calculated values
- E: -458.48243 hartree
- HOMO-LUMO gap: 9.301 eV
- Energy above the lowest of the compared OMol25 structures with the same formula, charge and spin: 119.3 kcal per mole
- LUMO: -0.47 eV
- Net charge: 0
- Spin multiplicity: 1